(1)
C4H12 | ωB97M-V/def2-TZVPD

CARTESIAN COORDINATES (ANGSTROEM)
C: -0.0786 0.3552 2.0641
C: -1.3194 1.2164 1.9806
H: 0.6531 1.0268 1.4190
H: 0.3506 0.6832 2.9989
H: -0.1120 -0.6880 1.9107
H: -1.7039 1.5333 2.9205
H: -2.2876 0.7756 1.6510
H: -1.0301 2.0476 1.1949
C: 0.0469 -0.8928 -1.4753
C: 1.2947 -0.8436 -2.4514
H: -0.6357 -0.1340 -1.7164
H: -0.5335 -1.8218 -1.6154
H: 0.4757 -0.8382 -0.4707
H: 0.9634 -0.5041 -3.4596
H: 1.7793 -1.8318 -2.7137
H: 2.1371 -0.0836 -2.2370

* LUMO level: 1.12 eV
* max |F|: 4.57 eV/Å
* SMILES: CC.CC
* HOMO-LUMO gap: 12.244 eV

=====

(2)
C4H5CrO2 | ωB97M-V/def2-TZVPD

CARTESIAN COORDINATES (ANGSTROEM)
H: -3.6590 1.7509 0.6128
O: -2.9454 1.1467 0.8240
Cr: -2.6450 -0.4995 -0.0678
O: 2.7453 -1.9575 0.0160
C: 2.1880 -0.8887 0.0125
C: 1.0147 -0.5634 -0.8893
C: 0.0010 0.2886 -0.2604
C: -0.5308 1.0269 0.5712
H: 2.5148 -0.0583 0.6770
H: 0.6245 -1.4993 -1.3139
H: 1.4547 -0.0616 -1.7700
H: -0.7626 1.3151 1.5879

* LUMO level (spin up / spin down): -0.28 / -0.30 eV
* multiplicity: 6
* max |F|: 2.87 eV/Å
* expectation value of S²: 8.76
* HOMO-LUMO gap (spin up / spin down): 6.632 / 9.157 eV

=====

(3)
C10H23O4S | ωB97M-V/def2-TZVPD

CARTESIAN COORDINATES (ANGSTROEM)
C: -0.5389 2.0508 1.0483
C: -1.5732 2.1403 0.0679
C: -2.7843 2.0203 -1.0792
S: -3.0523 0.1517 -1.3758
C: -3.9582 -0.4482 0.1499
C: -1.2880 -0.5765 -1.4665
C: 0.0288 -1.0141 -1.1305
H: 0.1172 1.5969 1.9363
H: -2.4674 2.5191 -2.1050
H: -3.7465 2.5380 -0.6474
H: -3.2829 -0.1674 1.0909
H: -4.1010 -1.6310 0.1842
H: -4.9799 0.1243 0.3170
H: 1.1439 -1.1541 -0.7317
C: 3.8999 0.4353 -0.5423
O: 3.2572 -0.4728 -1.4180
H: 3.5594 0.2459 0.4783
H: 4.9817 0.2908 -0.5960
H: 3.6437 1.4592 -0.8255
H: 3.5787 -0.2808 -2.3153
C: 1.6733 -3.5689 1.0178
O: 1.8892 -3.5424 2.4167
H: 1.6516 -4.6080 0.6813
H: 0.7170 -3.0933 0.7867
H: 2.4862 -3.0414 0.5126
H: 1.9035 -2.6083 2.6861
C: -1.0750 1.1739 -5.0271
O: -2.1226 1.6769 -4.2184
H: -1.1218 1.6532 -6.0077
H: -0.1130 1.3982 -4.5597
H: -1.1915 0.0939 -5.1458
H: -2.0555 1.2338 -3.3555
C: 1.0371 0.7921 5.0630
O: 0.7516 -0.2036 4.0979
H: 2.1173 0.9504 5.1012
H: 0.5438 1.7257 4.7815
H: 0.6843 0.4625 6.0433
H: -0.2134 -0.3223 4.0864

* LUMO level: -5.02 eV
* max |F|: 10.50 eV/Å
* HOMO-LUMO gap: 7.477 eV
* charge: +1